# H2N2O2S

A 2-piece molecular cluster, H2N2O2S overall (the ωB97M-V functional and the def2-TZVPD basis, the OMol25 dataset).

```
7
Properties=species:S:1:pos:R:3
N -1.23512 0.56955 0.66764
N -0.85862 -0.06726 -0.30645
O 1.87221 -0.66660 0.58458
O 1.82680 0.65533 -1.55719
S 1.52654 0.56842 -0.13100
H -2.01851 0.05854 1.04834
H -1.11330 -1.11798 -0.30592
```

Results
Electronic energy = -17940.1586 eV
Kohn-Sham gap = 0.357 hartree

Here are the natural (NBO) charges for atoms 1 to 2, given in e: -0.24, -0.32